Here is one molecule with the formula C6H14O2 at a distorted geometry from OMol25. Energies are from ωB97M-V with the def2-TZVPD basis set.

Summary:
**Energy above the lowest of the compared OMol25 structures with the same formula, charge and spin**: 0.4553 eV
**Structure (SMILES)**: CC[C@H](C)C(C)(O)O
**Spin multiplicity**: 1
**Total energy**: -387.49078 hartree
**Max |F|**: 0.0417 hartree/bohr
**HOMO**: -10.26 eV

Element x y z (Å)
C -0.314168 -0.698264 0.741544
C 0.492440 0.552626 0.374588
C 0.563939 0.790106 -1.203907
C -1.829170 -0.532891 0.662341
C 1.946883 0.522437 0.872367
C -0.704985 0.670362 -2.024263
O 0.119323 -1.831358 0.035624
O -0.035635 -0.965634 2.172362
H -0.591791 -2.490297 0.098750
H 0.860773 -1.338085 2.190455
H 0.008480 1.427929 0.822667
H 0.954017 1.807574 -1.335722
H 1.318297 0.118339 -1.629598
H -2.145702 0.445221 1.037113
H -2.225406 -0.685387 -0.342969
H -2.318266 -1.281317 1.296987
H 1.989916 0.571353 1.964277
H 2.510587 1.378593 0.486297
H 2.459029 -0.389284 0.547883
H -1.003453 -0.375722 -2.137118
H -0.531198 1.051474 -3.036539
H -1.523910 1.252223 -1.593139

Cartesian forces, eV/Å:
C 0.2 -0.2 2.0
C 0.5 0.1 -2.1
C 0.3 0.2 0.9
C -0.3 -0.1 0.2
C -0.2 -0.1 0.3
C -0.1 -0.1 -0.2
O -0.2 0.1 -0.5
O -0.3 0.0 -0.9
H 0.4 0.2 0.0
H -0.3 0.2 0.0
H -0.2 -0.3 0.0
H 0.0 -0.1 0.1
H -0.1 0.0 0.2
H 0.1 -0.1 -0.1
H 0.3 0.2 0.0
H 0.3 0.0 0.0
H 0.0 0.0 -0.1
H -0.2 -0.1 0.0
H -0.1 0.1 0.0
H -0.1 0.2 0.1
H 0.0 0.0 0.1
H 0.0 -0.1 -0.1